# 1
Entry from the Open Molecules 2025 dataset: C25H48BiO3P2S as an isolated structure (wB97M-V/def2-TZVPD).

Geometry as XYZ:
```
80
Properties=species:S:1:pos:R:3:mulliken_charge:R:1
Bi 1.08682 0.12635 -0.75054 0.35
C -0.04580 -2.90252 -2.40009 1.03
C 1.36951 -2.75243 -2.33196 0.95
C 0.64207 -3.67594 -0.34677 0.63
C -0.47546 -3.55717 -1.21657 0.71
C 1.79417 -3.21088 -1.04658 0.56
C -0.95209 -2.36613 -3.42967 -1.58
H -0.40636 -1.82332 -4.20777 0.41
H -1.68041 -1.67092 -2.97998 0.15
H -1.52961 -3.17227 -3.90525 0.44
C -1.85378 -3.99699 -0.93738 -1.48
H -2.32488 -4.39660 -1.84642 0.41
H -2.47529 -3.16694 -0.56841 0.14
H -1.85914 -4.79522 -0.18581 0.46
C 0.58780 -4.05235 1.07415 -1.69
H -0.30268 -4.65533 1.27024 0.37
H 0.52329 -3.14467 1.69347 0.11
H 1.47478 -4.61914 1.37509 0.47
C 3.16929 -3.10852 -0.51683 -1.33
H 3.89871 -3.37610 -1.29425 0.43
H 3.29552 -3.78054 0.33998 0.39
H 3.41078 -2.08513 -0.17444 0.10
C 2.23941 -2.20386 -3.39648 -1.28
H 2.12967 -2.79835 -4.31645 0.41
H 3.29420 -2.23421 -3.09688 0.34
H 1.99158 -1.16162 -3.65407 0.18
C 0.17130 2.17200 -0.84714 0.58
C 0.47604 1.73162 -2.21253 -0.29
C 1.62818 2.29634 -3.00221 -1.03
C 3.04525 1.78833 -2.64292 -1.33
C 3.16271 0.93175 -1.40258 -0.10
C 2.85377 1.48917 -0.10232 -0.37
C 2.46715 2.95426 0.01449 -0.83
C 0.96420 3.25593 -0.14690 -1.15
H 1.63234 3.39697 -2.96753 0.36
H 3.71654 2.65704 -2.55709 0.48
H 1.45431 2.04813 -4.06141 0.42
H 0.83360 4.22844 -0.66069 0.42
H -0.89259 2.16139 -0.59293 -0.17
H -0.39158 1.41070 -2.80007 0.61
H 0.52293 3.38836 0.85653 0.44
H 2.79088 3.32291 0.99896 0.47
H 3.33077 1.04355 0.78034 0.55
H 3.04080 3.57205 -0.69361 0.21
H 3.43814 1.21070 -3.49255 0.41
H 3.85075 0.07799 -1.46151 0.68
P -3.61128 1.81784 -1.65726 0.51
C -4.64477 0.31864 -1.40036 -1.00
H -5.48130 0.57796 -0.73653 0.45
H -4.00069 -0.45933 -0.96532 -0.05
H -5.02606 -0.02812 -2.37130 0.37
C -3.67707 2.46956 0.06594 -0.67
H -4.63678 2.17358 0.50953 0.43
H -3.60727 3.56692 0.00976 0.43
H -2.84710 2.08364 0.67831 -0.19
C -4.92007 2.94300 -2.30138 -1.22
H -4.62614 3.96053 -2.01718 0.38
H -5.89789 2.68033 -1.87130 0.34
H -4.93851 2.86504 -3.39617 0.37
P 1.34699 1.15818 4.13573 0.89
C 2.64506 0.20280 5.02665 -1.37
H 2.92042 0.69928 5.96318 0.40
H 3.51492 0.18018 4.35883 0.31
H 2.29974 -0.82078 5.22013 0.36
C 1.56075 2.76156 5.02140 -1.31
H 1.92920 3.46958 4.26301 0.28
H 2.29759 2.67885 5.82688 0.36
H 0.60234 3.11630 5.41767 0.39
C -0.11725 0.48685 5.02036 -1.27
H -0.10260 0.75691 6.08588 0.49
H -0.11159 -0.60771 4.92218 0.32
H -1.01833 0.89374 4.54058 0.21
C -2.48602 -1.25696 2.22313 -1.10
S -1.30737 -0.40877 1.18799 1.04
O -1.38193 1.01226 1.55210 -0.82
O 0.02803 -0.98453 1.50725 -0.71
O -1.69080 -0.66836 -0.22289 -0.58
H -2.18383 -1.03776 3.25487 0.27
H -2.46255 -2.32969 2.00101 0.28
H -3.46546 -0.82834 1.99063 0.35
```

Summary:
* multiplicity: 1
* frontier orbital gap (alpha / beta): 4.49 / 4.45 eV
* net charge: +1

# 2
Entry from the Open Molecules 2025 dataset: C25H48OOsP4 as an isolated structure (wB97M-V/def2-TZVPD).

Geometry as XYZ:
```
79
Properties=species:S:1:pos:R:3:lowdin_spin:R:1
Os 0.58365 0.01628 0.03846 1.36
P 2.07402 -0.95609 1.49288 0.09
P 2.00885 1.81434 0.22817 0.07
P -0.39180 -2.11750 -0.27910 0.08
H 2.11087 1.89683 -3.24744 0.00
C 1.21478 1.83196 -3.86177 0.01
C 0.04471 2.48984 -3.69617 0.01
H -0.17923 3.25341 -2.94240 0.00
C 3.50575 -1.68049 0.58884 0.04
C 2.99140 0.11188 2.71278 0.01
C 1.71160 -2.33829 2.66063 0.01
C 1.22109 2.92543 -0.96629 0.07
C 2.13929 3.05431 1.60599 0.00
C 3.61750 1.55304 -0.64526 0.01
C -1.79794 -2.41558 -1.43324 0.05
C -1.11782 -3.02254 1.17852 0.00
C 0.83024 -3.29900 -0.96314 0.01
H 1.41629 1.30773 -4.82898 0.00
H -0.69347 2.46979 -4.48825 0.00
H 4.28210 -1.93085 1.32339 0.01
H 3.91949 -0.96916 -0.13201 0.00
H 3.18955 -2.58867 0.06574 0.00
H 3.44894 -0.54101 3.46806 0.00
H 2.31481 0.80250 3.22656 0.00
H 3.78869 0.68536 2.22331 0.00
H 1.69856 -3.29771 2.13076 0.00
H 0.75161 -2.19353 3.16418 0.00
H 2.49614 -2.37850 3.43052 0.00
H 1.96564 3.62991 -1.35967 0.01
H 0.37114 3.48436 -0.56806 0.00
H 0.85840 2.31223 -1.79090 0.01
H 3.17302 3.12954 1.96895 0.00
H 1.47393 2.75949 2.43131 0.00
H 1.83521 4.04302 1.22310 0.00
H 3.88630 2.45935 -1.20983 0.00
H 3.53598 0.71410 -1.35264 0.00
H 4.43985 1.32958 0.04797 0.00
H -2.39822 -3.27428 -1.10271 0.00
H -1.41593 -2.60738 -2.44074 0.00
H -2.45363 -1.54195 -1.49972 0.00
H -2.06503 -3.49839 0.88621 0.00
H -1.32285 -2.35216 2.02162 0.00
H -0.43177 -3.80728 1.52113 0.00
H 0.30999 -4.00007 -1.63064 0.00
H 1.32934 -3.86435 -0.16561 0.00
H 1.57619 -2.75297 -1.55206 0.00
C -2.42522 0.01825 -3.82022 0.21
C -1.08461 -0.15124 -3.45876 0.17
C -0.28046 -1.07714 -4.12368 0.02
C -0.86170 -1.91817 -5.08518 0.26
C -2.25128 -1.84480 -5.33244 0.06
C -3.03125 -0.85907 -4.73290 0.06
O -3.13096 1.07985 -3.28049 0.19
H -3.93737 1.18992 -3.79183 0.00
H -0.69905 0.51737 -2.69627 0.02
H 0.78318 -1.13751 -3.86057 0.00
H -0.23779 -2.61501 -5.65166 0.01
H -2.74180 -2.56950 -5.99251 0.00
H -4.10207 -0.75629 -4.91970 0.00
C -2.78298 0.07430 0.73498 0.03
P -1.15544 0.77010 1.23964 0.08
C -1.53679 2.54301 0.93226 0.04
C -1.41548 0.76091 3.09727 0.11
C -0.43831 0.21470 3.93507 0.07
C -0.66148 0.10759 5.31985 0.32
C -1.84961 0.60016 5.87019 0.11
C -2.80523 1.19947 5.04670 0.04
C -2.58432 1.28141 3.67080 0.30
H -2.88738 0.19727 -0.35259 0.00
H -3.58974 0.61626 1.24446 0.01
H -2.80028 -0.98499 1.02773 0.00
H -2.43090 2.84763 1.48825 0.01
H -0.71155 3.18657 1.25918 0.00
H -1.73090 2.69702 -0.13658 0.00
H 0.49899 -0.15550 3.50019 0.00
H 0.10779 -0.35382 5.94940 0.01
H -2.01260 0.54070 6.94750 0.00
H -3.72237 1.60501 5.46053 0.00
H -3.33831 1.72898 3.02895 0.01
```

Summary:
* multiplicity: 5
* frontier orbital gap (alpha / beta): 6.20 / 4.51 eV
* net charge: +4

# 3
Entry from the Open Molecules 2025 dataset: C25H49Cl3GaN5O3Si as an isolated structure (wB97M-V/def2-TZVPD).

Geometry as XYZ:
```
87
Properties=species:S:1:pos:R:3:mulliken_charge:R:1
C -1.56872 -2.01402 -3.60203 -1.50
C -1.09056 -2.85511 -2.45491 0.19
H -1.45237 -2.52832 -4.56316 0.42
H -1.00432 -1.06702 -3.62972 0.09
H -2.63603 -1.74881 -3.49127 0.30
C -0.50763 -4.05558 -2.57958 0.18
C -0.30529 -4.77663 -3.86643 -1.61
H -0.14548 -4.57785 -1.68786 0.46
H -0.30484 -4.10617 -4.73704 0.38
H -1.09089 -5.53156 -4.02858 0.27
H 0.65228 -5.31981 -3.85510 0.35
Ga -0.11865 0.63254 -0.64237 0.71
Cl -2.28577 0.80861 -0.12526 -0.45
Cl 0.67572 1.71082 -2.32156 -0.24
H 0.85915 4.38557 3.49148 0.35
H -1.10445 5.45099 2.80614 0.33
C 1.08593 3.90042 2.53775 -0.76
C -0.91913 5.17805 1.76147 -0.95
N -0.11464 3.96319 1.71619 0.33
H 1.35869 2.85469 2.68614 0.10
C -0.33297 3.04325 0.79188 0.58
O 0.36516 1.98121 0.73730 -0.88
H -1.86795 4.96601 1.25702 0.33
H -1.16469 3.23457 0.09768 -0.03
H 1.91963 4.43059 2.05363 0.28
H -0.42132 6.01897 1.25264 0.32
H 1.58987 -1.37732 -3.20745 0.18
H 2.36224 -3.64760 -1.51375 0.18
C 2.56748 -1.04217 -2.82554 -0.93
C 3.22806 -2.97247 -1.43095 -0.80
N 2.81865 -1.58005 -1.49348 0.41
H 2.59712 0.04963 -2.81104 0.26
C 2.59329 -0.91791 -0.34300 -0.24
O 1.99085 0.17358 -0.22441 -0.43
H 3.72692 -3.15316 -0.47253 0.31
H 3.01116 -1.41480 0.55473 0.34
H 3.33817 -1.44354 -3.49657 0.46
H 3.91377 -3.18774 -2.25710 0.33
O -0.18499 -1.18996 -1.17754 0.15
C -1.17192 -2.15952 -1.10848 -0.23
C 0.16033 -3.38101 0.70105 0.93
C -1.06271 -3.06808 0.11830 -0.19
H 1.05248 -2.85078 0.36233 0.28
C 0.24146 -4.38233 1.67973 -1.02
H -2.16266 -1.69382 -1.07191 0.72
C -2.22824 -3.67017 0.60747 -0.45
H 1.21931 -4.64756 2.08800 0.40
C -0.91905 -5.04320 2.10679 -0.61
C -2.16284 -4.67814 1.57253 -0.76
H -3.17563 -3.35155 0.17277 0.45
H -0.85287 -5.84502 2.84570 0.37
H -3.07885 -5.17981 1.89836 0.39
Si -0.55347 3.84464 -4.39512 0.63
Cl -1.12235 1.90757 -5.00093 -0.31
C 1.28560 4.11716 -4.06644 -0.86
C -1.65815 4.23518 -2.92899 -0.59
C -0.96444 5.07920 -5.77899 -1.05
H 1.74152 3.32712 -3.45560 0.28
H 1.41801 5.06276 -3.52129 0.28
H 1.84757 4.18277 -5.00834 0.32
H -0.24467 4.98971 -6.60179 0.28
H -0.92312 6.11252 -5.40468 0.31
H -1.97213 4.89923 -6.17075 0.28
H -1.54042 3.47935 -2.14305 -0.14
H -2.70842 4.24422 -3.25629 0.31
H -1.41679 5.23042 -2.51997 0.32
C -2.49842 0.01274 3.64091 -0.93
N -1.20123 0.04857 4.29580 0.24
C -1.20698 0.35787 5.70369 -0.84
C -0.08672 -0.28945 3.56586 0.23
N -0.13065 -0.64394 2.31052 -0.16
N 1.16747 -0.22011 4.12011 0.26
C 1.54149 -0.17762 5.51311 -1.01
C 2.21924 -0.50840 3.17857 -0.62
H -3.26177 0.36288 4.34081 0.33
H -2.73913 -1.01396 3.32482 0.31
H -2.50779 0.65677 2.75356 0.19
H -0.81440 -0.47511 6.29689 0.29
H -0.66867 1.28897 5.93085 0.24
H -2.25189 0.50941 6.00101 0.26
H -1.09602 -0.68479 1.98021 -0.31
H 2.61703 -0.40062 5.56973 0.33
H 1.39881 0.82351 5.95132 0.29
H 1.01116 -0.93074 6.11509 0.31
H 2.09044 -1.52446 2.78584 0.13
H 2.14766 0.17202 2.32582 -0.04
H 3.18939 -0.39951 3.66918 0.41
```

Summary:
* multiplicity: 1
* frontier orbital gap: 8.22 eV

Total energy values, unit Eh, following the record order: -2502.2076 -2511.0672 -5076.5224.
Energy relative to the best compared isomer or geometry (same formula, charge and spin) values, unit kcal/mol, following the record order: 0.00 0.00 0.00.